1.
Entry from the Open Molecules 2025 dataset: a single C4H3FIN3O2 molecule (ωB97M-V/def2-TZVPD).

As for the energy above the lowest of the compared OMol25 structures with the same formula, charge and spin: 0.0 kJ/mol. Its SMILES is Cn1nc(F)c([N+](=O)[O-])c1I. As for the LUMO energy: -0.2 eV. For the gap between HOMO and LUMO, the calculation gives 0.3524 Eh. As for the HOMO energy: -0.3586 Eh.

Structure (ORCA input):
```
! wB97M-V def2-TZVPD RIJCOSX def2/J DEFGRID3
* xyz 0 1
C 2.122 -0.928 0.059
N 0.884 -0.265 -0.108
N 1.021 1.060 -0.044
C -0.178 1.598 -0.010
F -0.455 2.847 -0.050
C -1.133 0.545 0.009
N -2.543 0.575 -0.023
O -3.005 1.686 -0.031
O -3.153 -0.462 -0.043
C -0.381 -0.688 -0.004
I -0.954 -2.646 -0.051
H 2.832 -0.791 -0.712
H 2.705 -0.503 0.834
H 2.239 -2.026 0.173
*
```

***

2.
Entry from the Open Molecules 2025 dataset: a 7-piece molecular cluster, C47H44F6N4S overall (ωB97M-V/def2-TZVPD).

Its SMILES is CC(C)=Nc1cc2nsnc2cc1CCN.Fc1ccccc1.Fc1ccccc1.Fc1ccccc1.Fc1ccccc1.Fc1ccccc1.Fc1ccccc1. As for the LUMO energy: -1.2 eV. For the gap between HOMO and LUMO, the calculation gives 0.2350 Eh. As for the HOMO energy: -0.2776 Eh.

Structure (ORCA input):
```
! wB97M-V def2-TZVPD RIJCOSX def2/J DEFGRID3
* xyz 0 1
C 3.627 -2.826 6.333
C 2.714 -3.700 5.240
C 1.121 -3.285 4.968
N 3.276 -4.780 4.607
C 3.950 -4.402 3.306
C 4.164 -2.886 2.718
C 4.932 -2.709 1.258
N 5.217 -1.422 0.495
S 6.049 -1.841 -1.001
N 6.240 -3.595 -0.988
C 5.547 -3.929 0.330
C 5.319 -5.442 0.950
C 4.533 -5.645 2.374
C 4.279 -7.198 2.943
C 2.634 -7.439 2.760
N 2.142 -6.786 1.451
H 4.700 -2.599 5.893
H 3.799 -3.578 7.243
H 3.069 -1.878 6.736
H 0.671 -4.209 4.363
H 0.538 -3.263 5.989
H 1.000 -2.308 4.335
H 3.767 -1.952 3.301
H 5.723 -6.375 0.368
H 4.489 -7.271 4.093
H 4.841 -7.988 2.288
H 2.033 -6.956 3.639
H 2.359 -8.590 2.740
H 1.757 -5.833 1.633
H 1.383 -7.430 1.082
F 1.243 -1.014 1.624
C 1.288 -0.112 0.634
C 2.445 0.010 -0.128
C 2.490 0.945 -1.161
C 1.382 1.757 -1.414
C 0.227 1.630 -0.641
C 0.178 0.687 0.386
H 3.299 -0.624 0.089
H 3.387 1.043 -1.768
H 1.420 2.489 -2.218
H -0.633 2.266 -0.837
H -0.715 0.569 0.991
F 1.991 2.688 -4.306
C 1.164 2.416 -5.324
C 0.842 1.094 -5.610
C -0.024 0.811 -6.667
C -0.549 1.854 -7.434
C -0.215 3.177 -7.142
C 0.641 3.461 -6.079
H 1.266 0.297 -5.009
H -0.288 -0.219 -6.893
H -1.220 1.632 -8.261
H -0.622 3.987 -7.743
H 0.904 4.484 -5.833
F -3.089 1.608 -6.696
C -3.928 2.269 -5.887
C -3.476 3.394 -5.205
C -4.351 4.085 -4.366
C -5.665 3.638 -4.211
C -6.107 2.505 -4.897
C -5.236 1.821 -5.744
H -2.450 3.721 -5.331
H -4.010 4.970 -3.834
H -6.345 4.175 -3.554
H -7.130 2.157 -4.772
H -5.566 0.944 -6.291
F 4.581 5.031 4.536
C 4.692 4.078 3.601
C 5.895 3.395 3.459
C 6.010 2.399 2.489
C 4.922 2.105 1.663
C 3.720 2.799 1.810
C 3.602 3.787 2.788
H 6.732 3.643 4.103
H 6.943 1.855 2.375
H 5.012 1.331 0.904
H 2.876 2.571 1.164
H 2.673 4.330 2.922
F -0.982 3.859 1.465
C -2.073 3.658 2.215
C -2.789 2.474 2.079
C -3.923 2.262 2.864
C -4.334 3.243 3.770
C -3.611 4.430 3.896
C -2.472 4.637 3.119
H -2.460 1.727 1.364
H -4.485 1.336 2.770
H -5.221 3.079 4.379
H -3.936 5.194 4.599
H -1.893 5.550 3.211
F -7.242 1.694 -2.045
C -7.283 0.388 -1.752
C -8.504 -0.278 -1.764
C -8.546 -1.640 -1.464
C -7.368 -2.319 -1.145
C -6.148 -1.640 -1.131
C -6.104 -0.281 -1.442
H -9.410 0.267 -2.006
H -9.495 -2.171 -1.479
H -7.402 -3.380 -0.907
H -5.233 -2.170 -0.878
H -5.164 0.259 -1.444
*
```

***

3.
Entry from the Open Molecules 2025 dataset: a single C3H8N4S molecule (ωB97M-V/def2-TZVPD).

As for the energy above the lowest of the compared OMol25 structures with the same formula, charge and spin: 133.4 kJ/mol. Its SMILES is [H]/N=C(\C)NS/C=N\N. As for the LUMO energy: 0.7 eV. For the gap between HOMO and LUMO, the calculation gives 0.3595 Eh. As for the HOMO energy: -0.3326 Eh.

Structure (ORCA input):
```
! wB97M-V def2-TZVPD RIJCOSX def2/J DEFGRID3
* xyz 0 1
H 3.112 0.766 -0.134
N 2.364 0.186 -0.471
C 1.216 0.762 -0.474
C 0.898 2.142 0.112
N 0.172 0.046 -1.056
S -1.447 0.268 -0.775
C -1.754 -0.516 0.809
N -1.565 -1.751 1.115
N -1.068 -2.595 0.192
H 0.223 2.697 -0.579
H 1.863 2.686 0.239
H 0.391 2.068 1.102
H 0.458 -0.909 -1.351
H -2.222 0.039 1.613
H -1.315 -2.334 -0.757
H -1.326 -3.556 0.416
*
```

***

4.
Entry from the Open Molecules 2025 dataset: a single C3H5BrO molecule (ωB97M-V/def2-TZVPD).

As for the energy above the lowest of the compared OMol25 structures with the same formula, charge and spin: 78.8 kJ/mol. Its SMILES is C=C[C@@H](O)Br. As for the LUMO energy: -0.1 eV. For the gap between HOMO and LUMO, the calculation gives 0.3485 Eh. As for the HOMO energy: -0.3510 Eh.

Structure (ORCA input):
```
! wB97M-V def2-TZVPD RIJCOSX def2/J DEFGRID3
* xyz 0 1
C -1.610 0.001 -0.117
C -0.469 -0.636 -0.179
C 0.876 -0.111 -0.015
O 1.330 0.722 -0.945
Br 0.812 0.919 2.045
H -2.463 -0.632 -0.217
H -1.686 1.061 0.196
H -0.633 -1.708 -0.351
H 1.711 -0.764 0.305
H 2.133 1.147 -0.722
*
```

***

5.
Entry from the Open Molecules 2025 dataset: a 2-piece molecular cluster, CH4Cl2OSi overall (ωB97M-V/def2-TZVPD).

As for the energy above the lowest of the compared OMol25 structures with the same formula, charge and spin: 224.6 kJ/mol. Its SMILES is C[Si](=O)Cl.Cl. As for the LUMO energy: -0.2 eV. For the gap between HOMO and LUMO, the calculation gives 0.3991 Eh. As for the HOMO energy: -0.4057 Eh.

Structure (ORCA input):
```
! wB97M-V def2-TZVPD RIJCOSX def2/J DEFGRID3
* xyz 0 1
C 0.222 0.537 0.379
Si -1.565 0.141 -0.065
O -2.183 -1.225 -0.252
Cl -2.578 1.815 -0.467
H 0.837 0.517 -0.523
H 0.344 1.521 0.827
H 0.628 -0.206 1.055
Cl -0.738 -2.568 -2.686
H -1.458 -2.276 -1.657
*
```

***

6.
Entry from the Open Molecules 2025 dataset: C6H6CrLiO2 as an isolated structure (ωB97M-V/def2-TZVPD).

As for the energy above the lowest of the compared OMol25 structures with the same formula, charge and spin: 0.0 kJ/mol. As for the LUMO energy (alpha / beta): -14.6 / -13.5 eV. For the gap between HOMO and LUMO (alpha / beta), the calculation gives 0.2710 / 0.3179 Eh. As for the HOMO energy (alpha / beta): -0.8077 / -0.8124 Eh.

Structure (ORCA input):
```
! wB97M-V def2-TZVPD RIJCOSX def2/J DEFGRID3
* xyz 3 5
C -0.813 2.102 -0.126
C -1.083 0.818 -0.414
C -0.968 -0.397 0.479
H -1.041 2.870 -0.871
H -0.474 2.435 0.860
H -1.470 0.544 -1.401
H -1.991 -0.749 0.713
C -0.377 -0.166 1.778
O 0.008 0.021 2.811
O 1.751 -0.280 -0.649
C 1.052 -1.410 -0.656
C -0.167 -1.602 -0.136
Cr 1.185 1.281 -1.558
Li 3.496 -0.478 0.141
H 1.480 -2.395 -0.970
H -0.588 -2.594 -0.001
*
```

***

Number 1: maximum force 3.50 eV/Å. Number 2: maximum force 7.49 eV/Å. Number 3: maximum force 1.51 eV/Å. Number 4: maximum force 3.05 eV/Å. Number 5: maximum force 1.25 eV/Å. Number 6: maximum force 3.69 eV/Å.